A structure of composition C41H45N7O2RuSi, computed with wB97M-V/def2-TZVPD.

Results
Orbital gap (alpha / beta) in eV: 6.77 / 6.59
Net charge: +1
Spin multiplicity: 2
M in g/mol: 797.014
HOMO energy (alpha / beta) in eV: -10.12 / -10.14
Relative energy (zero: lowest compared OMol25 entry of this formula, charge and spin) in kcal/mol: 0.0

Last column: Löwdin charge in e.
CARTESIAN COORDINATES (ANGSTROEM)
Ru 1.545 0.368 1.677  1.110
O 4.828 2.843 1.381  0.083
C 3.677 2.448 1.300  -0.484
N 3.154 1.437 2.051  -0.120
C 3.873 1.245 3.298  -0.171
C 2.975 0.514 4.246  -0.246
C 3.324 0.291 5.574  0.004
C 2.427 -0.332 6.416  -0.034
C 1.184 -0.707 5.917  -0.039
C 0.911 -0.464 4.590  -0.147
N 1.789 0.115 3.755  -0.026
C 2.687 3.226 0.467  -0.230
C 3.167 4.023 -0.564  0.001
C 2.259 4.770 -1.295  -0.042
C 0.914 4.703 -0.956  -0.044
C 0.542 3.895 0.109  -0.133
N 1.402 3.170 0.815  0.099
H 4.142 2.216 3.731  0.143
H 4.823 0.721 3.174  0.120
H 4.291 0.619 5.925  0.129
H 2.683 -0.515 7.450  0.118
H 0.442 -1.184 6.540  0.116
H -0.035 -0.748 4.156  0.087
H 4.228 4.043 -0.761  0.123
H 2.593 5.398 -2.109  0.113
H 0.170 5.275 -1.490  0.107
H -0.499 3.831 0.413  0.112
C -8.929 1.738 -6.998  -0.066
O -7.554 1.653 -7.341  -0.068
C -6.655 1.540 -6.340  -0.273
C -6.983 1.485 -4.986  0.001
C -5.975 1.366 -4.043  -0.011
C -4.641 1.303 -4.423  -0.162
C -4.327 1.361 -5.783  -0.025
C -5.316 1.477 -6.734  0.012
C -3.612 1.181 -3.391  -0.245
N -3.835 1.146 -2.095  0.196
C -2.597 1.023 -1.528  -0.168
C -1.608 0.989 -2.485  -0.119
N -2.274 1.091 -3.682  0.191
C -0.218 0.882 -2.172  -0.063
C 0.852 0.944 -3.085  0.027
C 2.142 0.880 -2.618  -0.009
C 2.371 0.714 -1.244  -0.136
N 1.381 0.640 -0.374  -0.050
C 0.103 0.751 -0.818  -0.158
C -0.926 0.796 0.207  -0.167
N -0.510 0.730 1.499  -0.020
C -1.397 0.906 2.466  -0.103
C -2.760 1.086 2.206  -0.013
C -3.203 1.086 0.905  0.041
C -2.268 0.961 -0.135  -0.067
H -9.464 1.840 -7.938  0.096
H -9.123 2.610 -6.371  0.098
H -9.261 0.832 -6.487  0.098
H -8.010 1.529 -4.660  0.106
H -6.223 1.321 -2.992  0.115
H -3.300 1.318 -6.125  0.104
H -5.081 1.522 -7.787  0.125
H -1.872 1.092 -4.603  0.150
H 0.661 1.061 -4.144  0.121
H 2.986 0.944 -3.288  0.121
H 3.374 0.617 -0.848  0.125
H -1.014 0.916 3.475  0.102
H -3.442 1.216 3.033  0.117
H -4.249 1.203 0.656  0.129
C 2.103 -2.228 -0.689  -0.199
Si 1.841 -2.074 1.175  0.727
C 3.451 -2.794 1.939  -0.632
C 3.968 -3.979 1.101  -0.094
C 3.301 -3.263 3.391  -0.085
C 4.547 -1.729 1.905  -0.106
C 0.273 -3.184 1.493  -0.618
C -1.012 -2.505 1.007  -0.105
C 0.040 -3.655 2.934  -0.091
C 0.414 -4.462 0.642  -0.100
H 2.255 -3.274 -0.948  0.034
H 2.987 -1.687 -1.023  0.024
H 1.248 -1.869 -1.264  0.032
H 3.243 -4.781 0.981  0.061
H 4.839 -4.406 1.606  0.091
H 4.291 -3.667 0.109  0.078
H 2.750 -4.199 3.463  0.069
H 2.799 -2.525 4.022  0.061
H 4.292 -3.440 3.819  0.092
H 4.592 -1.172 0.966  0.075
H 5.524 -2.198 2.055  0.096
H 4.404 -1.025 2.714  0.033
H -1.326 -1.706 1.671  0.056
H -1.821 -3.241 0.989  0.092
H -0.919 -2.108 -0.006  0.074
H 0.110 -2.861 3.669  0.049
H 0.743 -4.431 3.230  0.069
H -0.962 -4.088 3.011  0.090
H 0.363 -4.257 -0.425  0.076
H -0.413 -5.136 0.883  0.092
H 1.335 -5.007 0.841  0.062


A structure of composition C41H46AsBN5O6P2S4Ti, computed with wB97M-V/def2-TZVPD.

Results
Orbital gap in eV: 6.91
Net charge: +1
M in g/mol: 1028.665
HOMO energy in eV: -10.20
Relative energy (zero: lowest compared OMol25 entry of this formula, charge and spin) in kcal/mol: 44.1

Last column: Löwdin charge in e.
CARTESIAN COORDINATES (ANGSTROEM)
Ti 0.189 0.116 0.867  0.541
C -1.227 -3.794 0.181  -0.126
N -0.676 -2.472 -0.108  -0.525
P -1.632 -1.082 -0.560  0.948
C -2.550 -1.669 -2.034  -0.343
C -3.748 -1.034 -2.362  -0.118
C -4.511 -1.497 -3.415  -0.053
C -4.096 -2.600 -4.148  -0.062
C -2.894 -3.214 -3.843  -0.059
C -2.118 -2.745 -2.798  -0.092
C -3.116 -1.011 0.517  -0.457
C -3.405 0.242 1.059  -0.187
C -4.541 0.428 1.824  -0.054
C -5.386 -0.642 2.071  -0.059
C -5.113 -1.883 1.520  -0.062
C -3.998 -2.066 0.722  -0.093
P 0.946 -2.138 -0.654  1.054
C 1.187 -3.295 -2.071  -0.355
C 1.330 -4.671 -1.908  -0.092
C 1.395 -5.499 -3.014  -0.062
C 1.339 -4.961 -4.290  -0.065
C 1.223 -3.591 -4.459  -0.066
C 1.145 -2.758 -3.356  -0.101
C 2.022 -2.987 0.562  -0.398
C 1.641 -3.242 1.877  -0.140
C 2.570 -3.742 2.779  -0.093
C 3.878 -3.971 2.384  -0.081
C 4.264 -3.705 1.079  -0.072
C 3.344 -3.212 0.174  -0.114
H -1.902 -4.138 -0.605  0.081
H -1.775 -3.745 1.125  0.067
H -0.415 -4.510 0.286  0.073
H -4.067 -0.174 -1.791  0.081
H -5.438 -1.003 -3.661  0.113
H -4.705 -2.975 -4.957  0.109
H -2.555 -4.064 -4.415  0.109
H -1.176 -3.225 -2.582  0.071
H -2.739 1.078 0.855  0.014
H -4.762 1.405 2.228  0.115
H -6.267 -0.507 2.681  0.109
H -5.777 -2.713 1.705  0.108
H -3.827 -3.022 0.254  0.103
H 1.401 -5.097 -0.916  0.104
H 1.489 -6.566 -2.878  0.110
H 1.392 -5.609 -5.151  0.109
H 1.186 -3.173 -5.453  0.111
H 1.050 -1.687 -3.483  0.100
H 0.614 -3.060 2.173  0.051
H 2.277 -3.968 3.795  0.097
H 4.595 -4.366 3.086  0.108
H 5.278 -3.896 0.766  0.111
H 3.640 -3.004 -0.846  0.119
C 1.827 4.453 1.397  -0.005
N 1.585 3.641 2.557  -0.112
C 2.302 3.691 3.720  -0.046
C 1.742 2.791 4.568  -0.046
N 0.687 2.198 3.942  0.014
B -0.434 1.382 4.650  -0.426
N 0.018 -0.086 4.891  0.013
C 0.506 -0.556 6.079  -0.046
C 0.349 -1.900 6.116  -0.033
N -0.238 -2.266 4.932  -0.111
C -0.750 -3.577 4.639  -0.023
C -0.414 -1.144 4.193  -0.615
S -1.168 -1.160 2.656  0.810
C 0.620 2.708 2.709  -0.635
S -0.536 2.337 1.492  0.808
H 2.879 4.386 1.117  0.102
H 1.577 5.492 1.617  0.108
H 1.215 4.101 0.564  0.050
H 3.132 4.357 3.839  0.132
H 2.009 2.534 5.572  0.127
H -0.608 1.873 5.715  0.084
H -1.396 1.369 3.953  0.058
H 0.892 0.109 6.821  0.121
H 0.583 -2.621 6.872  0.125
H -1.148 -4.008 5.558  0.105
H 0.029 -4.232 4.245  0.082
H -1.550 -3.482 3.904  0.068
O 3.300 1.403 2.317  -0.296
As 2.996 -0.342 2.075  1.282
O 3.126 -0.258 0.245  -0.331
O 1.329 -0.236 2.107  -0.622
C 3.908 0.738 -0.243  -0.357
C 5.262 0.824 0.078  -0.021
C 6.023 1.867 -0.415  -0.054
C 5.450 2.833 -1.230  -0.058
C 4.110 2.742 -1.562  -0.042
C 3.347 1.709 -1.052  -0.189
S 1.650 1.648 -1.570  0.568
O 1.590 0.935 -2.809  -0.251
O 1.174 3.005 -1.549  -0.284
O 0.881 0.853 -0.522  -0.558
H 3.993 1.614 2.946  0.051
H 5.680 0.060 0.727  0.119
H 7.070 1.929 -0.161  0.113
H 6.047 3.652 -1.596  0.111
H 3.620 3.468 -2.191  0.124
C -1.491 1.353 -3.405  -0.350
S -2.218 1.869 -1.824  0.756
C -1.844 3.646 -1.914  -0.363
H -0.447 1.650 -3.431  0.010
H -2.054 1.809 -4.215  0.047
H -1.570 0.272 -3.467  0.018
H -2.191 4.018 -2.873  0.042
H -0.773 3.786 -1.803  0.002
H -2.385 4.129 -1.107  0.035


A structure of composition C41H46N4NaO2PS5, computed with wB97M-V/def2-TZVPD.

Results
Orbital gap in eV: 4.96
Net charge: -2
M in g/mol: 841.144
HOMO energy in eV: -1.71

Last column: Löwdin charge in e.
CARTESIAN COORDINATES (ANGSTROEM)
Na -0.316 2.111 1.057  -0.068
S 2.345 2.759 0.816  0.529
C 2.964 2.074 2.276  -0.765
C 4.253 1.480 2.282  -0.152
C 4.847 0.982 3.422  -0.139
C 4.189 1.044 4.650  -0.138
C 2.927 1.613 4.686  -0.149
C 2.308 2.097 3.534  -0.556
S 0.659 2.764 3.696  0.945
C -0.158 1.270 4.341  -0.400
C -1.649 1.261 4.134  -0.324
C -2.487 0.826 5.158  -0.040
C -3.840 0.687 4.898  -0.076
C -4.313 0.983 3.633  -0.034
C -3.416 1.441 2.669  -0.330
C -3.882 1.783 1.286  -0.381
S -2.818 0.945 0.075  0.967
C -3.217 1.855 -1.393  -0.569
C -4.434 1.451 -2.101  -0.103
C -5.157 2.295 -2.857  -0.114
C -4.866 3.710 -2.897  -0.112
C -3.857 4.248 -2.193  -0.101
C -2.849 3.482 -1.446  -0.742
S -2.088 4.286 -0.050  0.499
N -2.114 1.585 2.928  0.157
H 4.773 1.436 1.333  0.086
H 5.839 0.545 3.359  0.090
H 4.652 0.671 5.556  0.081
H 2.403 1.697 5.632  0.091
H 0.065 1.128 5.399  0.069
H 0.254 0.435 3.770  0.061
H -2.073 0.587 6.129  0.103
H -4.516 0.342 5.672  0.098
H -5.360 0.871 3.382  0.104
H -3.741 2.856 1.101  0.020
H -4.925 1.496 1.152  0.080
H -4.764 0.428 -1.954  0.090
H -6.035 1.926 -3.374  0.085
H -5.547 4.363 -3.432  0.085
H -3.760 5.323 -2.106  0.087
C 3.917 -0.281 -5.666  -0.053
C 2.541 0.041 -6.214  -0.527
O 1.965 -0.745 -6.938  0.025
S 2.862 2.568 -6.936  0.356
C 1.948 1.389 -5.824  -0.828
C 2.201 1.731 -4.384  -0.119
C 1.241 1.990 -3.494  -0.051
C -0.179 1.986 -3.870  -0.216
C -0.469 1.756 -5.292  -0.049
C 0.493 1.446 -6.163  -0.116
C -1.149 2.186 -2.994  0.111
C -2.110 2.447 -2.179  -0.225
H 4.424 -0.953 -6.358  0.075
H 3.789 -0.796 -4.709  0.070
H 4.506 0.620 -5.517  0.051
H 3.237 1.813 -4.079  0.102
H 1.494 2.275 -2.478  0.102
H -1.504 1.824 -5.606  0.103
H 0.254 1.240 -7.197  0.098
O 0.100 -0.014 1.495  -0.294
P 0.462 -1.315 0.885  0.557
N 0.533 -1.495 -0.746  -0.186
C 1.619 -0.934 -1.566  -0.157
C 1.287 -1.428 -2.980  -0.138
C -0.226 -1.735 -2.958  -0.136
C -0.677 -1.314 -1.560  -0.188
N -0.683 -2.415 1.378  -0.176
C -1.850 -2.036 2.188  -0.182
C -2.711 -3.306 2.213  -0.167
C -2.288 -4.064 0.955  -0.176
C -0.788 -3.783 0.890  -0.212
N 1.962 -1.800 1.365  -0.167
C 2.725 -2.917 0.814  -0.208
C 3.179 -3.691 2.048  -0.177
C 3.441 -2.565 3.048  -0.167
C 2.304 -1.578 2.781  -0.175
H 2.594 -1.265 -1.211  0.099
H 1.601 0.157 -1.526  0.101
H 1.860 -2.325 -3.223  0.106
H 1.527 -0.669 -3.718  0.076
H -0.406 -2.801 -3.112  0.099
H -0.762 -1.183 -3.729  0.107
H -1.511 -1.885 -1.156  0.101
H -0.965 -0.256 -1.578  0.086
H -2.378 -1.201 1.728  0.067
H -1.560 -1.725 3.194  0.109
H -3.776 -3.071 2.232  0.105
H -2.483 -3.903 3.100  0.105
H -2.775 -3.636 0.077  0.106
H -2.522 -5.129 0.992  0.102
H -0.383 -3.861 -0.121  0.104
H -0.238 -4.489 1.530  0.107
H 3.600 -2.551 0.263  0.110
H 2.123 -3.508 0.123  0.106
H 4.051 -4.318 1.857  0.103
H 2.365 -4.329 2.404  0.102
H 4.399 -2.084 2.838  0.106
H 3.455 -2.901 4.086  0.105
H 2.599 -0.548 2.956  0.081
H 1.439 -1.800 3.421  0.114


A structure of composition C41H47As2FN9O4Ru, computed with wB97M-V/def2-TZVPD.

Results
Orbital gap (alpha / beta) in eV: 6.21 / 4.75
Net charge: +2
Spin multiplicity: 6
M in g/mol: 999.798
HOMO energy (alpha / beta) in eV: -11.13 / -11.13
Relative energy (zero: lowest compared OMol25 entry of this formula, charge and spin) in kcal/mol: 28.1

Last column: Löwdin charge in e.
CARTESIAN COORDINATES (ANGSTROEM)
Ru -0.079 -0.169 0.284  1.283
C 1.271 1.420 3.785  -0.262
As 0.863 1.534 1.883  1.089
C 2.512 2.415 1.312  -0.263
C -0.401 3.011 1.757  -0.428
C -0.840 3.672 2.900  -0.097
C -1.695 4.756 2.797  -0.052
C -2.124 5.180 1.550  -0.048
C -1.709 4.509 0.412  -0.100
C -0.861 3.410 0.498  -0.440
As -0.199 2.510 -1.112  1.148
C 0.814 4.084 -1.755  -0.265
C -1.670 2.622 -2.403  -0.273
H 0.404 1.120 4.370  0.032
H 1.642 2.384 4.126  0.044
H 2.050 0.670 3.916  0.040
H 2.614 3.360 1.841  0.048
H 2.507 2.583 0.237  -0.008
H 3.355 1.769 1.556  0.039
H -0.502 3.353 3.878  0.095
H -2.034 5.260 3.691  0.119
H -2.800 6.021 1.464  0.119
H -2.048 4.848 -0.560  0.097
H 0.126 4.923 -1.844  0.036
H 1.248 3.878 -2.734  0.016
H 1.607 4.348 -1.058  0.024
H -2.369 3.417 -2.151  0.028
H -2.201 1.674 -2.434  0.009
H -1.247 2.820 -3.387  0.032
C 6.169 -3.579 -3.790  -0.053
C 6.313 -2.675 -2.570  -0.174
N 5.098 -1.890 -2.319  -0.021
C 4.142 -2.432 -1.539  0.053
C 3.002 -1.798 -1.150  -0.025
C 2.034 -2.576 -0.288  -0.584
O 2.387 -3.652 0.156  0.082
O 0.868 -2.051 -0.123  -0.187
C 2.787 -0.441 -1.526  -0.289
O 1.890 0.304 -1.067  -0.184
C 3.742 0.079 -2.504  -0.045
C 3.529 1.337 -3.066  0.087
C 4.415 1.871 -3.955  -0.181
F 4.164 3.114 -4.418  0.069
C 5.566 1.170 -4.368  -0.127
C 5.761 -0.091 -3.819  0.061
C 4.884 -0.648 -2.880  -0.116
N 6.474 1.652 -5.328  -0.092
C 6.168 2.825 -6.149  -0.123
C 7.207 2.923 -7.275  -0.075
N 7.698 1.546 -7.584  0.066
C 8.529 1.019 -6.452  -0.068
C 7.906 1.500 -5.132  -0.121
H 7.095 -4.126 -3.961  0.086
H 5.926 -2.999 -4.681  0.073
H 5.375 -4.308 -3.628  0.086
H 7.159 -1.998 -2.673  0.115
H 6.494 -3.282 -1.685  0.131
H 4.309 -3.440 -1.178  0.158
H 2.655 1.901 -2.770  0.116
H 6.607 -0.675 -4.151  0.105
H 6.182 3.763 -5.588  0.138
H 5.172 2.703 -6.571  0.136
H 8.069 3.524 -6.991  0.141
H 6.766 3.367 -8.164  0.144
H 8.232 1.529 -8.453  0.191
H 6.885 0.940 -7.705  0.188
H 9.547 1.391 -6.555  0.142
H 8.550 -0.067 -6.519  0.138
H 8.351 2.454 -4.827  0.140
H 8.120 0.785 -4.344  0.127
C -7.839 -2.409 -0.486  -0.049
C -6.863 -3.217 0.320  -0.278
C -5.529 -3.335 -0.049  -0.036
C -4.634 -4.094 0.690  -0.031
C -5.062 -4.761 1.834  -0.270
N -4.219 -5.563 2.626  0.128
C -2.881 -5.866 2.446  -0.506
O -2.456 -6.991 2.571  0.107
N -2.024 -4.819 2.136  0.146
C -2.087 -3.466 2.425  -0.198
C -3.117 -2.839 3.127  0.030
C -3.026 -1.480 3.376  -0.019
C -1.941 -0.767 2.909  -0.180
N -0.956 -1.360 2.221  -0.046
C -1.018 -2.671 2.001  -0.066
C -6.402 -4.652 2.211  -0.018
C -7.282 -3.892 1.467  -0.033
H -7.375 -2.001 -1.383  0.074
H -8.235 -1.581 0.106  0.085
H -8.693 -3.019 -0.782  0.085
H -5.181 -2.838 -0.946  0.111
H -3.612 -4.201 0.351  0.110
H -4.686 -6.306 3.121  0.155
H -1.111 -5.163 1.874  0.160
H -3.965 -3.397 3.491  0.116
H -3.797 -0.972 3.940  0.122
H -1.843 0.297 3.097  0.094
H -0.188 -3.116 1.467  0.100
H -6.750 -5.177 3.094  0.118
H -8.318 -3.821 1.776  0.121
N -2.047 0.073 -0.333  -0.053
C -2.957 0.589 0.246  -0.368
N -4.055 1.006 0.633  0.140
C -4.455 1.748 1.637  -0.357
N -4.851 2.412 2.495  0.138